[1]
The following is a quantum chemistry calculation of an isolated molecule of C5H8N2O at a distorted geometry, from OMol25.

SMILES string: [H]/N=C\C(=C)/C(C)=N/O
E_HOMO in eV: -9.096
HOMO-LUMO gap in eV: 9.311
Total charge: 0
ΔE to the lowest compared entry with this formula, charge and spin in eV: 4.2911

Each line ends with the Mulliken charge.
CARTESIAN COORDINATES (ANGSTROEM)
N -2.085 0.307 1.268  -0.668
C 0.471 0.153 -0.007  0.715
H 0.572 2.111 0.845  0.400
H 0.454 -1.959 -1.942  0.287
C 0.379 1.648 -0.123  -1.366
H -1.414 1.002 1.588  0.281
C -1.664 -0.555 0.459  -0.030
C -0.555 -0.653 -0.661  0.469
H 3.265 -0.251 1.054  0.371
H 1.157 1.990 -0.805  0.371
H -1.235 -2.497 -1.401  0.240
O 2.574 0.363 0.771  -0.397
H -2.376 -1.360 0.280  0.329
H -0.604 1.956 -0.470  0.397
N 1.488 -0.471 0.486  -0.543
C -0.426 -1.783 -1.342  -0.855

[2]
The following is a quantum chemistry calculation of a 6-piece molecular cluster, C25H64BNO17S5 overall, from OMol25.

SMILES string: CCCCCBOCCNC[C@@H](C)O.CCOS(C)(=O)=O.CCOS(C)(=O)=O.CCOS(C)(=O)=O.CCOS(C)(=O)=O.CCOS(C)(=O)=O
E_HOMO in eV: -9.143
HOMO-LUMO gap in eV: 9.398
Total charge: 0

Each line ends with the Mulliken charge.
CARTESIAN COORDINATES (ANGSTROEM)
C -1.405 -6.088 -2.784  -0.622
C -2.031 6.913 9.121  -0.974
H -2.873 -1.667 -4.582  0.267
H -2.784 5.567 4.203  0.330
C -2.279 -1.497 -0.679  -0.729
C -2.518 -1.820 -5.598  -0.831
C 1.896 4.039 4.541  -0.361
C 4.705 -1.819 2.062  -1.277
C -4.479 -6.547 -6.428  -0.956
H -0.605 -3.759 1.450  0.327
O -2.616 -8.208 -5.635  -0.657
H 1.777 -3.724 0.766  0.236
H -2.629 -4.134 -0.801  0.205
H -1.032 5.327 3.935  0.264
H -2.454 -7.957 -3.054  0.403
H 1.803 -5.043 1.914  0.295
H 0.320 0.258 0.876  0.308
C -2.330 -3.815 0.206  -0.726
C 3.384 5.598 -2.960  -0.392
H -0.940 -6.329 -1.830  0.181
H -0.298 0.924 5.860  0.341
H -0.072 1.389 -4.680  0.193
H -5.208 -7.287 -6.109  0.327
H -0.929 1.104 4.192  0.264
S -2.973 -6.826 -5.560  1.200
H -1.087 6.370 9.101  0.288
O -0.590 -1.011 -7.171  -0.647
H -1.428 2.466 -5.006  0.342
H -4.253 -6.660 -7.485  0.374
H 3.804 -5.895 1.073  0.297
H -2.433 6.870 10.133  0.385
H -0.054 -1.186 -2.117  0.222
H -1.239 0.341 -0.998  0.252
H 1.404 4.895 4.997  0.165
B 0.867 -5.631 0.072  0.619
H -2.898 -4.392 0.937  0.411
H 5.293 -1.509 1.196  0.341
O 1.586 1.303 2.923  -0.528
C -0.603 -0.319 0.901  -1.303
H 0.013 -0.347 4.637  0.388
H 1.183 -6.537 -0.653  -0.187
C -0.122 0.719 4.808  -0.938
S -1.535 5.535 6.187  1.297
C 4.438 -3.329 2.021  -0.170
C -0.845 -4.047 0.424  -0.282
H -2.237 -2.862 -5.752  0.302
C -0.802 1.686 -5.434  -0.206
C 2.338 4.339 3.124  -0.963
O -0.484 -5.423 0.187  -0.649
H 5.261 -1.533 2.955  0.371
C 3.407 -5.094 0.446  -0.736
H 5.300 -4.085 0.211  0.446
H 0.560 1.420 -7.095  0.294
C -1.786 5.889 4.483  -0.855
O -1.914 4.182 6.465  -0.670
H 2.738 6.139 -3.653  0.346
H -3.266 -1.513 -6.325  0.369
C -0.129 2.166 -6.702  -1.077
H 3.532 -3.543 2.592  0.209
C -1.015 -0.616 -0.520  0.585
H 3.905 -3.060 -0.049  0.358
H 0.779 2.525 -2.936  0.116
H 1.402 2.418 -1.257  0.379
H 0.431 3.079 -6.492  0.398
H 5.264 -3.845 2.514  0.377
H -1.656 6.957 4.326  0.332
H -3.538 -2.252 0.733  0.290
H 3.058 6.963 -1.314  0.287
H -3.334 -6.754 -2.105  0.284
O 2.412 1.182 5.260  -0.687
O -1.714 0.578 -5.657  -0.347
N -2.586 -2.390 0.432  -0.235
H -0.871 2.377 -7.472  0.281
H -4.823 -5.539 -6.217  0.305
H 3.776 -1.248 2.060  0.247
O 0.118 -1.176 -1.171  -0.518
H -3.996 6.817 8.235  0.277
H -0.693 -6.296 -3.583  0.514
C -2.673 -6.893 -2.958  -0.625
C -3.033 6.318 8.156  -0.344
O 0.896 2.994 4.548  -0.130
H -3.135 -0.837 -0.846  0.614
H 2.736 3.765 5.180  0.371
C 0.725 2.937 -1.931  -0.849
H 2.968 5.229 3.099  0.435
H -1.619 -5.019 -2.812  0.153
H -0.288 -3.396 -0.248  0.272
H -1.826 7.953 8.867  0.262
H -2.145 -2.085 -1.594  0.066
C 1.946 -4.803 0.853  -0.475
H 2.901 3.509 2.699  0.261
H 4.525 7.264 -2.255  0.392
H -1.359 0.299 1.389  0.397
O 1.162 5.175 -0.665  -0.590
S 1.176 4.638 -1.992  1.264
O -2.026 -5.824 -5.951  -0.567
H 4.213 5.185 -3.530  0.276
O -3.513 -6.515 -4.097  -0.289
H 3.430 -5.402 -0.601  0.334
O -0.240 6.005 6.578  -0.639
H -0.293 2.898 -1.549  0.436
O -2.648 6.505 6.771  -0.269
H 1.468 4.501 2.487  0.222
S -1.067 -0.862 -5.835  1.237
O 2.675 4.434 -2.469  -0.285
C 3.882 6.486 -1.841  -0.970
H 4.454 5.905 -1.118  0.266
H -3.190 5.255 8.338  0.323
H -0.423 -1.214 1.491  0.107
O -0.164 -1.076 -4.743  -0.604
S 1.377 1.502 4.325  1.149
O 0.446 5.305 -3.030  -0.682
C 4.298 -3.859 0.588  -0.887

[3]
The following is a quantum chemistry calculation of a 5-piece molecular cluster, C12H32NO15S4 overall at a distorted geometry, from OMol25.

E_HOMO in eV: -4.902
HOMO-LUMO gap in eV: 6.780
Total charge: -1
ΔE to the lowest compared entry with this formula, charge and spin in eV: 9.2383

Each line ends with the Mulliken charge.
CARTESIAN COORDINATES (ANGSTROEM)
O -1.437 4.868 -1.501  -0.623
C -1.332 -3.428 1.130  -1.138
C 2.600 3.623 0.166  -1.019
H 1.049 -6.335 -2.367  0.332
S -2.843 4.777 -1.270  1.312
O 0.699 -0.581 1.386  -0.526
C -3.604 5.089 -2.771  -1.233
O -3.553 -0.858 3.950  -0.583
N 1.531 -0.445 2.293  0.886
C -2.328 2.784 0.337  -0.104
C 0.026 -6.030 -2.140  -0.239
C 5.945 4.494 -1.802  -0.472
O -2.289 -2.414 5.317  -0.673
C -0.792 -6.870 -1.160  -1.340
H -2.289 0.643 -0.438  0.215
H 6.507 3.565 -1.815  0.309
O 4.589 2.040 -0.554  -0.612
H -5.167 -2.525 5.432  0.603
H -1.202 3.015 0.192  0.130
O 2.467 -4.196 -2.353  -0.668
C -2.493 1.200 0.595  -1.168
S 1.163 -3.552 -2.263  1.194
H -2.709 3.399 1.226  0.276
O -3.026 3.228 -0.790  -0.289
C 5.951 5.069 -3.240  -0.909
H 1.573 -2.174 -0.288  0.399
H -1.428 -4.446 1.240  0.511
S -3.347 -2.152 4.320  1.231
H -3.363 4.653 -3.644  0.440
S 4.271 3.386 -0.217  1.253
C -1.642 -2.553 2.314  0.098
H -5.375 -2.947 3.981  0.363
O 2.089 0.634 2.493  -0.637
H -3.479 6.160 -3.053  0.354
C -4.737 -3.031 4.819  -1.233
O 0.394 -3.254 -3.391  -0.648
H 2.405 2.914 1.068  0.346
H 2.388 4.631 0.338  0.396
H 1.426 -1.253 -1.522  0.851
H -1.818 -1.582 2.208  0.068
O 2.072 -1.388 2.960  -0.652
H -4.555 4.970 -2.725  0.477
H -0.215 -3.504 0.993  0.248
H -4.384 -3.976 4.879  0.323
H -0.550 -5.703 -3.029  0.285
O 0.255 -4.700 -1.471  -0.217
H -1.736 -3.224 0.166  0.423
H 6.373 4.996 -0.906  0.402
O 5.118 3.982 0.822  -0.710
H -1.074 -7.785 -1.645  0.358
H -1.608 -6.468 -0.677  0.403
H 1.988 3.247 -0.485  0.432
C 1.170 -2.142 -1.231  -1.439
H 7.072 4.957 -3.475  0.316
O -2.854 -2.939 2.953  -0.379
H -0.245 -6.987 -0.279  0.392
H -3.309 0.850 0.934  0.591
H -0.805 -2.879 2.948  0.166
H 0.084 -1.931 -1.204  0.306
H -1.752 0.679 1.197  0.214
O 4.614 4.292 -1.542  -0.239
O -3.437 5.613 -0.214  -0.648
H 5.736 6.137 -3.115  0.276
H 5.221 4.359 -4.083  0.221

[4]
The following is a quantum chemistry calculation of an isolated molecule of C20H22N2O8S at a distorted geometry, from OMol25.

SMILES string: CC(C)[C@@H](NS(=O)(=O)c1ccccc1)C(=O)OCc1cc([N+](=O)[O-])cc2c1OCOC2
E_HOMO in eV: -8.941
HOMO-LUMO gap in eV: 8.878
Total charge: 0

Each line ends with the Mulliken charge.
CARTESIAN COORDINATES (ANGSTROEM)
H -1.451 0.798 -5.337  0.468
H -1.839 1.679 -1.301  0.373
H -1.102 1.968 -4.060  0.272
H 2.347 4.987 -2.746  0.408
C -2.179 -1.415 0.979  -1.229
O 0.790 0.560 0.240  -0.595
C 2.725 5.222 -0.651  -0.421
H 1.283 -4.964 3.591  0.306
C -1.037 -0.953 -1.034  0.171
O -1.874 -0.512 -0.092  -0.010
C 1.270 3.553 -1.577  -0.208
C -0.928 0.949 -4.396  -1.497
N 1.663 0.356 3.501  1.060
C -0.403 -2.940 1.931  0.106
H -1.210 -1.060 -3.681  0.422
H -0.931 -5.581 2.678  0.377
H 0.137 0.814 -4.568  0.364
C -0.673 0.154 -2.024  0.097
C 1.504 -2.036 3.087  -1.095
H 1.367 3.298 1.789  0.435
O -1.094 -3.979 1.412  -0.487
H 3.399 6.054 -0.791  0.383
C 0.931 -0.772 3.013  -0.303
C 2.134 4.623 -1.752  -0.716
H -3.219 1.115 -2.921  0.324
O -0.648 -2.085 -1.125  -0.657
H -2.537 -2.362 0.566  0.371
C -2.945 0.092 -3.169  -1.507
H -2.966 -0.910 1.544  0.422
H -0.717 0.412 2.331  0.791
H 0.400 0.045 -2.212  0.538
C -0.954 -1.654 1.821  0.554
H 0.797 3.068 -2.416  0.413
H -0.970 -5.923 0.907  0.243
C 0.831 -3.123 2.569  0.967
O 0.808 -5.331 1.610  -0.405
C -0.568 -5.263 1.680  -0.377
O 1.194 1.464 3.342  -0.647
C 1.595 3.690 0.810  -0.658
N -0.862 1.475 -1.462  -0.362
H 2.925 5.224 1.483  0.406
H -3.450 -0.177 -4.094  0.459
O -1.021 2.072 0.996  -0.714
C -1.434 -0.041 -3.350  0.281
H 2.476 -2.154 3.542  0.538
S -0.052 1.702 0.006  1.709
H 2.478 -4.492 2.353  0.415
C 1.414 -4.512 2.593  -0.819
C 2.459 4.758 0.628  -0.732
H -3.302 -0.567 -2.382  0.342
O 2.732 0.146 4.043  -0.661
C 1.009 3.106 -0.298  0.112
C -0.300 -0.581 2.395  -0.026

Please write out number 4 again, unchanged.
The following is a quantum chemistry calculation of an isolated molecule of C20H22N2O8S at a distorted geometry, from OMol25.

SMILES string: CC(C)[C@@H](NS(=O)(=O)c1ccccc1)C(=O)OCc1cc([N+](=O)[O-])cc2c1OCOC2
E_HOMO in eV: -8.941
HOMO-LUMO gap in eV: 8.878
Total charge: 0

Each line ends with the Mulliken charge.
CARTESIAN COORDINATES (ANGSTROEM)
H -1.451 0.798 -5.337  0.468
H -1.839 1.679 -1.301  0.373
H -1.102 1.968 -4.060  0.272
H 2.347 4.987 -2.746  0.408
C -2.179 -1.415 0.979  -1.229
O 0.790 0.560 0.240  -0.595
C 2.725 5.222 -0.651  -0.421
H 1.283 -4.964 3.591  0.306
C -1.037 -0.953 -1.034  0.171
O -1.874 -0.512 -0.092  -0.010
C 1.270 3.553 -1.577  -0.208
C -0.928 0.949 -4.396  -1.497
N 1.663 0.356 3.501  1.060
C -0.403 -2.940 1.931  0.106
H -1.210 -1.060 -3.681  0.422
H -0.931 -5.581 2.678  0.377
H 0.137 0.814 -4.568  0.364
C -0.673 0.154 -2.024  0.097
C 1.504 -2.036 3.087  -1.095
H 1.367 3.298 1.789  0.435
O -1.094 -3.979 1.412  -0.487
H 3.399 6.054 -0.791  0.383
C 0.931 -0.772 3.013  -0.303
C 2.134 4.623 -1.752  -0.716
H -3.219 1.115 -2.921  0.324
O -0.648 -2.085 -1.125  -0.657
H -2.537 -2.362 0.566  0.371
C -2.945 0.092 -3.169  -1.507
H -2.966 -0.910 1.544  0.422
H -0.717 0.412 2.331  0.791
H 0.400 0.045 -2.212  0.538
C -0.954 -1.654 1.821  0.554
H 0.797 3.068 -2.416  0.413
H -0.970 -5.923 0.907  0.243
C 0.831 -3.123 2.569  0.967
O 0.808 -5.331 1.610  -0.405
C -0.568 -5.263 1.680  -0.377
O 1.194 1.464 3.342  -0.647
C 1.595 3.690 0.810  -0.658
N -0.862 1.475 -1.462  -0.362
H 2.925 5.224 1.483  0.406
H -3.450 -0.177 -4.094  0.459
O -1.021 2.072 0.996  -0.714
C -1.434 -0.041 -3.350  0.281
H 2.476 -2.154 3.542  0.538
S -0.052 1.702 0.006  1.709
H 2.478 -4.492 2.353  0.415
C 1.414 -4.512 2.593  -0.819
C 2.459 4.758 0.628  -0.732
H -3.302 -0.567 -2.382  0.342
O 2.732 0.146 4.043  -0.661
C 1.009 3.106 -0.298  0.112
C -0.300 -0.581 2.395  -0.026

Q: Which value of total charge does entry 1 give?
A: 0

What did the first record say?
The following is a quantum chemistry calculation of an isolated molecule of C5H8N2O at a distorted geometry, from OMol25.

SMILES string: [H]/N=C\C(=C)/C(C)=N/O
E_HOMO in eV: -9.096
HOMO-LUMO gap in eV: 9.311
Total charge: 0
ΔE to the lowest compared entry with this formula, charge and spin in eV: 4.2911

Each line ends with the Mulliken charge.
CARTESIAN COORDINATES (ANGSTROEM)
N -2.085 0.307 1.268  -0.668
C 0.471 0.153 -0.007  0.715
H 0.572 2.111 0.845  0.400
H 0.454 -1.959 -1.942  0.287
C 0.379 1.648 -0.123  -1.366
H -1.414 1.002 1.588  0.281
C -1.664 -0.555 0.459  -0.030
C -0.555 -0.653 -0.661  0.469
H 3.265 -0.251 1.054  0.371
H 1.157 1.990 -0.805  0.371
H -1.235 -2.497 -1.401  0.240
O 2.574 0.363 0.771  -0.397
H -2.376 -1.360 0.280  0.329
H -0.604 1.956 -0.470  0.397
N 1.488 -0.471 0.486  -0.543
C -0.426 -1.783 -1.342  -0.855

Q: total charge of number 4 (C20H22N2O8S)?
A: 0